Computed, not measured: the molecule C5H7N, with ωB97M-V/def2-TZVPD.

Output
* molar mass: 81.118 g mol⁻¹
* SMILES: Cc1cc[nH]c1
* relative energy (zero: lowest compared OMol25 entry of this formula, charge and spin): 53.0 kcal/mol

Geometry (Å):
C1 1.8798 0.1230 0.0878
C2 0.3962 -0.0262 0.1120
C3 -0.5388 0.9086 0.5883
C4 -1.8603 0.5083 0.3199
N1 -1.6829 -0.7485 -0.2692
C5 -0.3705 -1.0703 -0.3645
H1 2.2558 0.2513 1.1049
H2 2.3560 -0.7572 -0.3489
H3 2.1968 0.9985 -0.4936
H4 -0.3659 1.8951 1.0026
H5 -1.7232 1.3662 -0.4233
H6 -2.4347 -1.3699 -0.5262
H7 -0.0393 -2.0188 -0.7671

These are the Löwdin partial charges, in e, on atoms 1 to 2: number 1, C, carries -0.062; number 2, C, carries -0.296

Computed, not measured: a structure of composition C8H24F4HfO8, with ωB97M-V/def2-TZVPD.

Output
* E: -37224.0186 eV
* molar mass: 502.754 g mol⁻¹

Geometry (Å):
Hf1 -0.2875 2.7242 -0.1956
F1 -1.0624 2.0244 -1.7735
F2 1.1561 2.1978 0.7167
F3 -0.2981 0.9451 -0.1081
F4 -2.0555 2.3112 0.0757
C1 1.4829 -0.7207 0.9312
C2 1.9736 -0.8150 -0.4585
O1 1.5730 0.4503 -0.9976
O2 1.5929 -2.0065 1.5501
H1 0.4151 -0.5144 0.8574
H2 2.0340 -0.0117 1.5489
H3 1.6646 -1.6026 -1.1457
H4 3.0455 -1.0001 -0.5283
H5 0.7317 0.7536 -0.6486
H6 0.9033 -2.6453 1.3552
C3 -1.6846 -1.3595 0.9718
C4 -1.1257 -1.5914 -0.3930
O3 -1.5632 -0.5666 -1.2149
O4 -1.1304 -0.2997 1.7967
H7 -1.3569 -2.2372 1.5290
H8 -2.7699 -1.4567 0.9957
H9 -1.2647 -2.5974 -0.7888
H10 -0.0395 -1.6511 -0.4614
H11 -1.0772 0.2331 -1.0007
H12 -0.8441 0.3801 1.1824
C5 -0.0726 -0.5111 -2.7709
C6 0.2692 -0.5477 -4.2152
O5 -0.4776 0.5015 -4.9776
O6 0.1401 0.8008 -2.4004
H13 0.3307 -1.2597 -2.0890
H14 -1.0965 -0.8607 -2.6387
H15 -0.0725 -1.5268 -4.5507
H16 1.3485 -0.4235 -4.3037
H17 -1.3990 0.3203 -4.7783
H18 -0.4476 0.9364 -1.6535
C7 0.7857 0.5341 2.9056
C8 -0.5768 1.3180 2.7962
O7 -0.5008 2.6981 3.1678
O8 1.0645 0.1992 4.2813
H19 1.6326 1.0986 2.5155
H20 0.6779 -0.4117 2.3745
H21 -1.2672 0.8009 3.4626
H22 -0.9091 1.2055 1.7643
H23 -0.7023 3.2694 2.4230
H24 1.2596 0.9145 4.8911

These are the Löwdin partial charges, in e, on atoms 1 to 2: number 1, Hf, carries 1.877; number 2, F, carries -0.299

Computed, not measured: the molecule C6H4O, with ωB97M-V/def2-TZVPD.

Output
* molar mass: 92.097 g mol⁻¹
* SMILES: C#CC(=O)C#CC
* relative energy (zero: lowest compared OMol25 entry of this formula, charge and spin): 52.7 kcal/mol

Geometry (Å):
C1 3.0272 -0.7856 0.7273
C2 2.1926 0.0829 0.7624
C3 1.1455 1.1008 0.7751
O1 1.3170 2.2117 1.2296
C4 -0.1058 0.6457 0.1936
C5 -1.1122 0.2035 -0.3057
C6 -2.3191 -0.3595 -0.9039
H1 3.7647 -1.5578 0.6929
H2 -2.9659 0.4265 -1.3050
H3 -2.8835 -0.9201 -0.1516
H4 -2.0606 -1.0482 -1.7147

These are the Löwdin partial charges, in e, on atoms 1 to 2: number 1, C, carries 0.154; number 2, C, carries -0.035

Computed, not measured: the ion CN3O3 with charge -1, with ωB97M-V/def2-TZVPD.

Output
* molar mass: 102.029 g mol⁻¹
* charge: -1
* relative energy (zero: lowest compared OMol25 entry of this formula, charge and spin): 29.5 kcal/mol

Geometry (Å):
C1 1.1553 0.2891 -0.4086
N1 2.2654 0.5022 -0.7138
N2 -0.4944 -0.4586 1.1051
N3 -1.1658 -0.2384 0.0630
O1 -0.2221 0.4516 -0.9059
O2 -2.3427 -0.3654 -0.1753
O3 0.8042 -0.1805 1.0356

These are the Löwdin partial charges, in e, on atoms 1 to 2: number 1, C, carries -0.609; number 2, N, carries 0.029

Computed, not measured: the molecule C9H19ISi, with ωB97M-V/def2-TZVPD.

Output
* molar mass: 282.241 g mol⁻¹
* SMILES: CC(C)(C)/C=C(\I)[Si](C)(C)C
* relative energy (zero: lowest compared OMol25 entry of this formula, charge and spin): 36.1 kcal/mol

Geometry (Å):
C1 -2.3596 0.8482 2.2230
C2 -1.9944 0.9558 0.7299
C3 -1.7918 2.4405 0.3856
C4 -3.1459 0.3796 -0.1164
C5 -0.7762 0.1514 0.5467
C6 0.3834 0.0528 -0.8956
I1 -0.0061 1.2417 -2.5617
Si1 1.9545 -0.9593 -0.7528
C7 2.5237 -1.5009 -2.4927
C8 1.6477 -2.4980 0.3222
C9 3.3325 0.1132 0.0194
H1 -1.5312 1.1978 2.8376
H2 -2.5868 -0.1806 2.4975
H3 -3.2298 1.4618 2.4399
H4 -1.7595 2.5970 -0.6876
H5 -2.6173 3.0248 0.7871
H6 -0.8617 2.8054 0.8183
H7 -3.2976 -0.6737 0.1142
H8 -2.9271 0.4701 -1.1778
H9 -4.0652 0.9192 0.0997
H10 -0.4373 -0.5713 1.2605
H11 1.7482 -2.0653 -3.0054
H12 2.7702 -0.6419 -3.1111
H13 3.4081 -2.1300 -2.4367
H14 2.5142 -3.1557 0.2941
H15 1.4755 -2.2278 1.3592
H16 0.7897 -3.0648 -0.0289
H17 4.3045 -0.3571 -0.0928
H18 3.3822 1.0917 -0.4554
H19 3.1530 0.2754 1.0798

These are the Löwdin partial charges, in e, on atoms 1 to 2: number 1, C, carries -0.067; number 2, C, carries -0.674

Computed, not measured: the molecule C2H4ClN3, with ωB97M-V/def2-TZVPD.

Output
* molar mass: 105.528 g mol⁻¹
* SMILES: Cl[C@H]1N=NCN1
* relative energy (zero: lowest compared OMol25 entry of this formula, charge and spin): 3.0 kcal/mol

Geometry (Å):
Cl1 -2.7904 0.2663 -0.2623
C1 -1.2909 -0.2001 0.6623
N1 -1.0715 -1.7076 0.4478
N2 -0.0797 -1.8234 -0.2727
C2 0.4671 -0.5467 -0.5683
N3 -0.0484 0.2922 0.4760
H1 -1.5071 0.0085 1.7015
H2 1.5278 -0.5835 -0.5498
H3 0.1537 -0.3594 -1.5836
H4 -0.0959 1.3292 0.4085

These are the Löwdin partial charges, in e, on atoms 1 to 2: number 1, Cl, carries 0.533; number 2, C, carries -0.782

Computed, not measured: the molecule C4H4I2O, with ωB97M-V/def2-TZVPD.

Output
* molar mass: 321.883 g mol⁻¹
* expectation value of S²: 2.01
* multiplicity: 3
* relative energy (zero: lowest compared OMol25 entry of this formula, charge and spin): 7.9 kcal/mol

Geometry (Å):
C1 -0.8333 -0.6065 -0.1278
C2 -0.7023 0.7028 -0.1786
C3 0.7074 -1.1143 0.0039
C4 0.6480 1.0585 0.0942
O1 1.4476 -0.0035 -0.3872
I1 -2.3763 -1.9455 -0.3580
I2 -2.3475 2.0604 -0.2476
H1 0.8122 -1.2998 1.1832
H2 0.8445 -2.0091 -0.6899
H3 0.9074 1.9920 -0.4827
H4 0.8923 1.1649 1.1904

These are the Löwdin partial charges, in e, on atoms 1 to 2: number 1, C, carries -0.796; number 2, C, carries -0.802

Computed, not measured: the molecule C4H5NO4S, with ωB97M-V/def2-TZVPD.

Output
* molar mass: 163.154 g mol⁻¹
* SMILES: NS(=O)(=O)c1ccoc1O
* relative energy (zero: lowest compared OMol25 entry of this formula, charge and spin): 6.7 kcal/mol

Geometry (Å):
N1 -1.9831 0.9197 -1.1076
S1 -1.6448 -0.0833 0.1576
O1 -1.9284 -1.3387 -0.5169
O2 -2.3822 0.3690 1.2650
C1 0.0376 0.0671 0.4327
C2 1.0598 1.0266 0.7080
C3 2.3027 0.5136 0.5929
O3 2.2428 -0.8298 0.1749
C4 1.0025 -1.1756 0.0479
O4 0.6169 -2.3360 -0.4762
H1 -1.2991 0.6218 -1.8491
H2 -1.7843 1.8231 -0.8300
H3 0.8419 2.0428 1.0035
H4 3.2556 0.6177 1.1032
H5 -0.3377 -2.2381 -0.7057

These are the Löwdin partial charges, in e, on atoms 1 to 2: number 1, N, carries -0.062; number 2, S, carries 0.573

Computed, not measured: a cluster of 4 separate species, C36H61NO11S in total, with ωB97M-V/def2-TZVPD.

Output
* E: -73163.3344 eV
* molar mass: 715.947 g mol⁻¹
* SMILES: CC(=O)OCCCCc1ccc2c(c1)Nc1ccccc1S2.COCCOCCOC.COCCOCCOC.COCCOCCOC

Geometry (Å):
C1 2.1110 -3.5204 1.6726
C2 2.7990 -3.6145 0.3267
O1 3.0114 -4.6906 -0.1887
O2 3.2128 -2.4544 -0.2964
C3 2.4034 -2.1446 -1.4391
C4 1.0091 -1.6363 -1.0326
C5 1.0874 -0.5601 0.0778
C6 0.3133 0.7225 -0.2888
C7 -1.2025 0.5581 -0.2787
C8 -1.9868 1.4339 -0.9905
C9 -3.3547 1.3201 -1.0531
C10 -3.9341 0.2896 -0.3514
C11 -3.1727 -0.5860 0.3889
C12 -1.8045 -0.4606 0.4388
N1 -3.8002 -1.6552 1.1270
C13 -4.6580 -2.4399 0.2785
C14 -4.5310 -3.8064 0.2018
C15 -5.3822 -4.5116 -0.6177
C16 -6.3657 -3.9153 -1.3675
C17 -6.4875 -2.5408 -1.2910
C18 -5.6414 -1.8258 -0.4826
S1 -5.6960 -0.0392 -0.3552
H1 2.2682 -4.4596 2.2036
H2 2.5767 -2.7373 2.2832
H3 1.0448 -3.2979 1.5874
H4 2.3531 -3.0422 -2.0658
H5 2.8949 -1.3383 -1.9938
H6 0.4564 -1.3115 -1.9221
H7 0.4616 -2.5151 -0.6577
H8 2.1381 -0.2560 0.1453
H9 0.7554 -0.9865 1.0255
H10 0.6677 1.5799 0.2932
H11 0.5848 0.9274 -1.3363
H12 -1.4794 2.2270 -1.5363
H13 -3.9564 2.0041 -1.6431
H14 -1.2761 -1.1800 1.0531
H15 -4.4462 -1.1928 1.7747
H16 -3.7453 -4.2570 0.8008
H17 -5.2583 -5.5907 -0.6902
H18 -7.0288 -4.4618 -2.0277
H19 -7.2225 -1.9822 -1.8648
C19 -2.1886 9.9347 0.1469
O3 -2.7571 8.6918 0.5022
C20 -4.1110 8.5378 0.1117
C21 -4.3752 7.1909 -0.5342
O4 -3.7712 6.9873 -1.8041
C22 -2.3571 6.8744 -1.8800
C23 -1.7596 5.6414 -1.2287
O5 -1.8616 5.6856 0.1844
C24 -2.2671 4.4652 0.7697
H20 -2.4295 10.6986 0.8927
H21 -1.1061 9.8065 0.1124
H22 -2.5177 10.2634 -0.8441
H23 -4.4209 9.3337 -0.5745
H24 -4.7286 8.6160 1.0158
H25 -5.4513 7.1323 -0.7195
H26 -4.1420 6.3710 0.1458
H27 -1.8721 7.7839 -1.5242
H28 -2.1364 6.8101 -2.9491
H29 -0.6914 5.6016 -1.4801
H30 -2.2440 4.7466 -1.6354
H31 -3.0418 3.9673 0.1799
H32 -2.6852 4.6892 1.7519
H33 -1.4067 3.7995 0.8957
C25 3.3809 -2.2119 -5.3473
O6 4.2976 -1.4436 -6.0965
C26 3.9671 -0.0684 -6.1846
C27 5.1616 0.8286 -5.9224
O7 5.6551 0.8198 -4.5903
C28 6.2843 -0.3571 -4.0993
C29 7.6051 -0.7192 -4.7515
O8 7.4333 -1.1513 -6.0918
C30 8.3773 -0.6184 -6.9963
H34 2.5320 -2.5156 -5.9681
H35 3.9008 -3.1056 -5.0002
H36 3.0269 -1.6695 -4.4646
H37 3.1612 0.1938 -5.4897
H38 3.6053 0.1216 -7.2034
H39 4.8325 1.8569 -6.0962
H40 5.9628 0.6442 -6.6387
H41 5.5945 -1.2017 -4.1077
H42 6.4945 -0.1466 -3.0473
H43 8.0487 -1.5524 -4.1918
H44 8.2852 0.1370 -4.6932
H45 8.5944 0.4333 -6.7844
H46 7.9493 -0.6788 -7.9975
H47 9.3033 -1.2023 -6.9754
C31 1.7808 -4.7250 7.9850
O9 0.8693 -3.6918 7.6738
C32 1.3749 -2.7205 6.7748
C33 0.3854 -2.3798 5.6762
O10 0.1265 -3.4138 4.7354
C34 -0.5707 -4.5722 5.1770
C35 -2.0168 -4.3564 5.5823
O11 -2.1255 -3.6109 6.7837
C36 -3.1218 -2.6103 6.7538
H48 2.4558 -4.4169 8.7894
H49 1.2032 -5.5865 8.3216
H50 2.3602 -5.0330 7.1087
H51 2.3174 -3.0487 6.3222
H52 1.5800 -1.8091 7.3512
H53 0.8255 -1.5675 5.0904
H54 -0.5439 -1.9838 6.0861
H55 -0.0126 -5.0890 5.9581
H56 -0.5766 -5.2438 4.3139
H57 -2.4743 -5.3378 5.7618
H58 -2.5544 -3.8696 4.7616
H59 -3.1545 -2.0982 5.7868
H60 -2.8746 -1.8723 7.5176
H61 -4.1035 -3.0371 6.9837

These are the Löwdin partial charges, in e, on atoms 1 to 2: number 1, C, carries 0.016; number 2, C, carries -0.497

What is the molar mass in the fourth record?
102.029 g mol⁻¹

What is the molar mass in the second record?
502.754 g mol⁻¹

Copy entry 2 word for word.
Computed, not measured: a structure of composition C8H24F4HfO8, with ωB97M-V/def2-TZVPD.

Output
* E: -37224.0186 eV
* molar mass: 502.754 g mol⁻¹

Geometry (Å):
Hf1 -0.2875 2.7242 -0.1956
F1 -1.0624 2.0244 -1.7735
F2 1.1561 2.1978 0.7167
F3 -0.2981 0.9451 -0.1081
F4 -2.0555 2.3112 0.0757
C1 1.4829 -0.7207 0.9312
C2 1.9736 -0.8150 -0.4585
O1 1.5730 0.4503 -0.9976
O2 1.5929 -2.0065 1.5501
H1 0.4151 -0.5144 0.8574
H2 2.0340 -0.0117 1.5489
H3 1.6646 -1.6026 -1.1457
H4 3.0455 -1.0001 -0.5283
H5 0.7317 0.7536 -0.6486
H6 0.9033 -2.6453 1.3552
C3 -1.6846 -1.3595 0.9718
C4 -1.1257 -1.5914 -0.3930
O3 -1.5632 -0.5666 -1.2149
O4 -1.1304 -0.2997 1.7967
H7 -1.3569 -2.2372 1.5290
H8 -2.7699 -1.4567 0.9957
H9 -1.2647 -2.5974 -0.7888
H10 -0.0395 -1.6511 -0.4614
H11 -1.0772 0.2331 -1.0007
H12 -0.8441 0.3801 1.1824
C5 -0.0726 -0.5111 -2.7709
C6 0.2692 -0.5477 -4.2152
O5 -0.4776 0.5015 -4.9776
O6 0.1401 0.8008 -2.4004
H13 0.3307 -1.2597 -2.0890
H14 -1.0965 -0.8607 -2.6387
H15 -0.0725 -1.5268 -4.5507
H16 1.3485 -0.4235 -4.3037
H17 -1.3990 0.3203 -4.7783
H18 -0.4476 0.9364 -1.6535
C7 0.7857 0.5341 2.9056
C8 -0.5768 1.3180 2.7962
O7 -0.5008 2.6981 3.1678
O8 1.0645 0.1992 4.2813
H19 1.6326 1.0986 2.5155
H20 0.6779 -0.4117 2.3745
H21 -1.2672 0.8009 3.4626
H22 -0.9091 1.2055 1.7643
H23 -0.7023 3.2694 2.4230
H24 1.2596 0.9145 4.8911

These are the Löwdin partial charges, in e, on atoms 1 to 2: number 1, Hf, carries 1.877; number 2, F, carries -0.299

What is the molar mass in the seventh record?
321.883 g mol⁻¹